Entry 1:
Computed, not measured: C9H8CuF5N3O3S as an isolated structure, with ωB97M-V/def2-TZVPD.

Computed properties:
**Relative energy (zero: lowest compared OMol25 entry of this formula, charge and spin)**: 0.079 eV

Structure (ORCA input):
```
! RIJCOSX wB97M-V def2-TZVPD def2/J DEFGRID3
* xyz -1 1
Cu 1.006 -0.618 -0.920
N 0.630 -0.629 1.516
N 0.867 0.657 1.968
C 0.637 1.717 1.155
N 0.850 2.918 1.786
S 0.111 1.627 -0.412
H -0.297 -0.982 1.718
H 1.371 -1.262 1.767
H 0.892 0.832 2.961
H 1.567 2.937 2.497
H 0.879 3.693 1.144
C 5.068 0.386 -0.756
O 3.649 0.466 -0.772
C 2.975 -0.761 -1.023
O 3.689 -1.734 -1.156
H 5.433 1.400 -0.588
H 5.463 0.002 -1.698
H 5.427 -0.272 0.040
F -5.999 -0.156 -0.536
C -4.699 -0.504 -0.649
C -3.966 -0.161 -1.771
F -4.564 0.540 -2.751
C -2.641 -0.522 -1.892
F -1.978 -0.144 -2.998
C -1.943 -1.265 -0.908
O -0.722 -1.611 -1.011
C -2.736 -1.567 0.222
F -2.155 -2.228 1.256
C -4.064 -1.212 0.350
F -4.748 -1.549 1.460
*
```

Atom charges from the Mulliken analysis, given in e for atoms 1 to 6:
1. Cu -0.429
2. N -0.418
3. N -0.273
4. C 0.645
5. N -0.547
6. S -0.389

Entry 2:
Computed, not measured: a 3-piece molecular cluster, C18H33NO10 overall, with ωB97M-V/def2-TZVPD.

Computed properties:
**Relative energy (zero: lowest compared OMol25 entry of this formula, charge and spin)**: 6.103 eV
**SMILES**: CCOC(=O)CCC[C@@H](COCCCN)OC.O=C1OCCO1.O=C1OCCO1

Structure (ORCA input):
```
! RIJCOSX wB97M-V def2-TZVPD def2/J DEFGRID3
* xyz 0 1
C 3.870 3.124 -0.827
C 2.814 1.929 -1.333
O 2.530 1.122 -0.137
C 1.542 0.038 -0.445
O 1.423 -0.512 -1.665
C 0.628 -0.438 0.872
C -0.406 -1.664 0.535
C -1.938 -1.085 0.652
C -2.912 -1.483 -0.618
C -4.390 -0.766 -0.306
O -4.308 0.700 -0.182
C -5.065 1.390 -1.240
C -4.371 2.892 -1.416
C -5.420 4.118 -1.022
N -5.445 4.450 0.456
O -2.459 -0.919 -1.901
C -1.967 -1.953 -2.824
H 4.286 2.896 0.268
H 3.338 4.184 -0.761
H 4.781 3.242 -1.570
H 1.886 2.494 -1.779
H 3.404 1.328 -2.153
H 1.397 -0.810 1.672
H 0.126 0.543 1.267
H -0.173 -2.250 -0.454
H -0.280 -2.459 1.417
H -1.945 0.087 0.761
H -2.419 -1.520 1.649
H -3.118 -2.648 -0.658
H -5.209 -1.078 -1.086
H -4.784 -1.163 0.748
H -4.962 0.858 -2.278
H -6.192 1.538 -0.955
H -4.051 3.099 -2.537
H -3.429 2.989 -0.721
H -5.013 5.082 -1.578
H -6.493 3.875 -1.433
H -5.349 3.591 1.048
H -4.644 5.077 0.685
H -2.778 -2.728 -3.171
H -1.050 -2.572 -2.424
H -1.590 -1.399 -3.810
O -2.949 -3.058 3.347
C -2.066 -3.724 3.859
O -2.091 -4.181 5.145
C -1.013 -5.088 5.280
C -0.068 -4.661 4.204
O -0.922 -4.110 3.221
H -0.569 -5.017 6.277
H -1.386 -6.106 5.129
H 0.628 -3.886 4.543
H 0.504 -5.499 3.796
O 7.976 3.226 -3.353
C 7.990 2.317 -2.541
O 8.908 1.307 -2.529
C 8.723 0.596 -1.319
C 7.305 0.898 -0.957
O 7.089 2.176 -1.525
H 8.897 -0.473 -1.467
H 9.433 0.973 -0.576
H 6.600 0.189 -1.404
H 7.147 0.922 0.124
*
```

Atom charges from the Mulliken analysis, given in e for atoms 1 to 6:
1. C -0.722
2. C -0.137
3. O -0.278
4. C 0.465
5. O -0.546
6. C -0.755

Entry 3:
Computed, not measured: a 2-piece molecular cluster, C4H15N4 overall, with ωB97M-V/def2-TZVPD.

Computed properties:
**Relative energy (zero: lowest compared OMol25 entry of this formula, charge and spin)**: 1.883 eV

Structure (ORCA input):
```
! RIJCOSX wB97M-V def2-TZVPD def2/J DEFGRID3
* xyz 1 1
C -1.071 2.031 0.519
C -1.150 1.545 -0.730
N -0.060 0.822 -1.323
N -2.078 2.869 1.069
H -0.166 2.033 1.120
H -1.937 1.847 -1.429
H 0.283 1.263 -2.170
H 0.830 0.598 -0.540
H -0.367 -0.331 -1.365
H -2.909 2.766 0.489
H -2.384 2.532 1.980
C 1.763 -1.461 0.356
C 0.395 -2.124 0.435
N -0.418 -1.948 -0.812
N 1.702 0.021 0.394
H 2.356 -1.837 1.198
H 2.305 -1.805 -0.532
H 0.470 -3.164 0.749
H -0.217 -1.582 1.167
H -1.380 -2.194 -0.585
H -0.050 -2.606 -1.501
H 1.459 0.318 1.334
H 2.623 0.406 0.178
*
```

Atom charges from the Mulliken analysis, given in e for atoms 1 to 6:
1. C -0.201
2. C -0.383
3. N -0.415
4. N -0.560
5. H 0.333
6. H 0.359

Entry 4:
Computed, not measured: C4H7ClOS2 as an isolated structure, with ωB97M-V/def2-TZVPD.

Computed properties:
**Relative energy (zero: lowest compared OMol25 entry of this formula, charge and spin)**: 1.462 eV

Structure (ORCA input):
```
! RIJCOSX wB97M-V def2-TZVPD def2/J DEFGRID3
* xyz 0 1
C -0.035 0.229 0.708
C -0.721 0.276 -0.601
C 0.990 -0.948 0.612
C 0.420 0.073 -1.641
O 0.523 3.107 -1.144
S 1.653 -1.049 -1.137
S 1.499 2.172 -1.632
Cl 1.262 2.193 -3.716
H 0.415 1.196 0.746
H -0.629 0.013 1.538
H -1.533 -0.463 -0.687
H -1.113 1.425 -0.773
H 1.785 -0.729 1.343
H 0.490 -1.978 0.831
H 0.177 0.271 -2.687
*
```

Atom charges from the Mulliken analysis, given in e for atoms 1 to 6:
1. C -0.682
2. C -0.472
3. C -0.526
4. C -0.665
5. O -0.468
6. S -0.106

Entry 5:
Computed, not measured: C42H37N9O3S2V as an isolated structure, with ωB97M-V/def2-TZVPD.

Computed properties:
**Relative energy (zero: lowest compared OMol25 entry of this formula, charge and spin)**: 1.586 eV

Structure (ORCA input):
```
! RIJCOSX wB97M-V def2-TZVPD def2/J DEFGRID3
* xyz 0 2
V -0.280 -0.662 0.010
C -1.150 0.161 6.457
C -0.513 0.194 5.090
C -0.558 1.334 4.301
C -0.014 1.315 3.036
C 0.589 0.181 2.483
N 1.004 0.218 1.109
C 2.031 1.110 0.753
C 2.594 1.970 1.716
C 3.475 2.988 1.401
C 3.901 3.196 0.097
C 4.846 4.315 -0.270
C 3.488 2.262 -0.835
C 2.600 1.231 -0.537
N 2.413 0.245 -1.567
C 2.590 0.402 -2.900
C 2.531 -0.845 -3.468
C 2.316 -1.712 -2.381
N 2.242 -1.052 -1.235
C 0.669 -0.968 3.297
C 0.105 -0.930 4.574
N 1.292 -2.206 2.907
C 1.373 -3.347 3.658
C 2.006 -4.290 2.901
C 2.283 -3.632 1.682
N 1.853 -2.387 1.692
H -1.200 1.162 6.887
H -0.598 -0.485 7.140
H -2.173 -0.221 6.390
H -1.043 2.235 4.664
H -0.075 2.201 2.416
H 2.322 1.829 2.751
H 3.843 3.632 2.196
H 4.795 5.122 0.464
H 4.610 4.731 -1.252
H 5.883 3.965 -0.302
H 3.909 2.306 -1.833
H 2.719 1.369 -3.355
H 2.626 -1.092 -4.515
H 2.245 -2.790 -2.386
H 0.142 -1.811 5.197
H 0.991 -3.418 4.660
H 2.237 -5.305 3.186
H 2.774 -4.012 0.796
C -2.177 -2.415 -3.523
C -2.293 -1.113 -2.795
N -3.064 -1.040 -1.776
N -3.533 0.153 -1.349
C -3.256 0.819 -0.303
S -2.037 0.638 0.946
S -4.311 2.252 -0.023
C -3.181 3.558 -0.642
C -2.290 4.175 0.408
C -0.932 3.884 0.461
C -0.104 4.503 1.391
C -0.634 5.411 2.297
C -1.999 5.678 2.283
C -2.818 5.064 1.345
C -1.632 0.096 -3.358
C -1.946 0.596 -4.615
C -1.418 1.800 -5.057
C -0.575 2.525 -4.225
C -0.236 2.030 -2.974
C -0.746 0.814 -2.557
O -0.369 0.301 -1.331
H -2.717 -3.189 -2.981
H -1.135 -2.711 -3.652
H -2.623 -2.310 -4.518
H -3.856 4.305 -1.058
H -2.605 3.117 -1.454
H -0.518 3.160 -0.227
H 0.957 4.275 1.401
H 0.012 5.912 3.010
H -2.425 6.373 2.998
H -3.885 5.269 1.335
H -2.642 0.048 -5.242
H -1.677 2.181 -6.038
H -0.177 3.480 -4.546
H 0.424 2.576 -2.309
O -0.918 -2.017 0.933
N -1.161 -3.271 0.644
N -0.755 -3.505 -0.516
O -0.182 -2.604 -1.231
C -0.934 -4.847 -1.047
C -1.835 -5.719 -0.456
C -1.984 -6.987 -0.994
C -1.245 -7.370 -2.105
C -0.350 -6.482 -2.684
C -0.189 -5.210 -2.154
H -2.409 -5.397 0.403
H -2.685 -7.678 -0.543
H -1.371 -8.362 -2.522
H 0.232 -6.777 -3.548
H 0.507 -4.499 -2.577
*
```

Atom charges from the Mulliken analysis, given in e for atoms 1 to 6:
1. V -0.307
2. C -1.715
3. C -0.005
4. C -0.824
5. C 0.434
6. C -1.128

Entry 6:
Computed, not measured: C23H25N15O3Ti as an isolated structure, with ωB97M-V/def2-TZVPD.

Computed properties:
**Relative energy (zero: lowest compared OMol25 entry of this formula, charge and spin)**: 0.452 eV

Structure (ORCA input):
```
! RIJCOSX wB97M-V def2-TZVPD def2/J DEFGRID3
* xyz 2 1
Ti 0.130 0.106 0.122
O 2.298 -2.840 -1.585
C 1.477 -2.006 -1.300
N 1.552 -1.189 -0.173
C 1.948 -1.889 1.018
C 0.656 -2.527 1.508
C 0.513 -3.697 2.231
C -0.755 -4.080 2.634
C -1.878 -3.360 2.254
C -1.685 -2.302 1.442
N -0.442 -1.838 1.125
C 0.204 -1.888 -2.093
C -0.102 -2.777 -3.101
C -1.363 -2.683 -3.635
C -2.239 -1.679 -3.194
C -1.825 -0.835 -2.184
N -0.605 -0.923 -1.657
H 2.404 -1.179 1.726
H 2.630 -2.659 0.709
H 1.312 -4.340 2.429
H -0.726 -4.925 3.268
H -2.854 -3.663 2.615
H -2.519 -1.755 1.000
H 0.605 -3.577 -3.299
H -1.701 -3.389 -4.376
H -3.221 -1.591 -3.651
H -2.515 -0.141 -1.789
N -1.922 3.240 -2.033
C -1.189 2.121 -2.005
N -1.236 1.562 -0.840
C -2.066 2.404 -0.147
N -2.461 3.452 -0.827
C -2.531 1.988 1.172
C -3.404 2.751 1.944
N -3.718 2.449 3.189
C -3.268 1.305 3.641
C -2.468 0.455 2.834
N -2.060 0.800 1.599
H -1.893 3.984 -2.720
H -0.656 1.667 -2.842
H -3.804 3.701 1.514
H -3.541 1.013 4.660
H -2.121 -0.494 3.200
C 2.600 1.953 -4.438
C 2.313 1.172 -3.203
N 2.273 -0.105 -3.171
O 2.631 -0.730 -4.319
C 2.203 1.826 -1.882
C 3.264 2.804 -1.506
N 1.339 1.356 -1.063
O 1.313 1.686 0.277
H 3.539 1.612 -4.898
H 2.698 3.047 -4.166
H 1.794 1.869 -5.165
H 2.717 -1.672 -4.014
H 3.355 3.633 -2.221
H 4.177 2.288 -1.473
H 3.110 3.341 -0.572
N 0.636 -0.119 5.679
N 0.684 0.535 4.408
N 1.137 1.747 4.176
C 1.122 1.817 2.895
N 0.685 0.617 2.347
N 0.417 -0.138 3.311
H 0.119 0.409 6.335
H 1.576 -0.380 5.976
H 1.340 2.661 2.302
*
```

Atom charges from the Mulliken analysis, given in e for atoms 1 to 6:
1. Ti -0.842
2. O -0.658
3. C 0.311
4. N 0.374
5. C -1.574
6. C 1.494